[1]
This record from OMol25 describes a structure of composition C3H4Cl2. The level of theory is ωB97M-V/def2-TZVPD.

Cartesian coordinates (Å):
C1 -0.414 1.228 0.021
C2 0.320 -0.150 -0.257
C3 0.519 -1.342 0.196
H1 0.324 1.785 0.975
H2 -1.524 0.754 0.675
H3 -0.642 2.222 -1.007
H4 0.565 -0.020 -1.258
Cl1 -0.271 -1.912 1.516
Cl2 1.124 -2.566 -0.860

Summary:
HOMO energy, eV: -9.34
Multiplicity: 1
ΔE to the lowest compared entry with this formula, charge and spin, kcal per mole: 90.0
F_max, eV/A: 5.272
Gap between HOMO and LUMO, Ha: 0.3632

---

[2]
This record from OMol25 describes a structure of composition C3H4Cl2NaO11. The level of theory is ωB97M-V/def2-TZVPD.

Cartesian coordinates (Å):
Na1 2.041 -0.285 -0.507
Cl1 0.340 1.828 1.815
O1 0.777 1.696 0.423
O2 0.119 0.500 2.337
O3 1.346 2.502 2.583
O4 -0.890 2.584 1.820
Cl2 4.973 -0.427 0.464
O5 5.246 0.904 0.891
O6 3.890 -1.003 1.229
O7 4.499 -0.395 -0.927
O8 6.151 -1.236 0.569
C1 -3.645 -0.697 -0.463
C2 -3.286 -0.400 -1.926
O9 -1.865 -0.322 -1.898
C3 -1.421 -0.919 -0.773
O10 -0.272 -1.061 -0.501
O11 -2.443 -1.309 0.007
H1 -4.483 -1.382 -0.414
H2 -3.765 0.223 0.108
H3 -3.787 0.481 -2.311
H4 -3.524 -1.282 -2.528

Summary:
HOMO energy, eV: -6.43
Total charge: -1
Multiplicity: 1
F_max, eV/A: 1.179
Gap between HOMO and LUMO, Ha: 0.3087

---

[3]
This record from OMol25 describes a structure of composition C3H4Cl2O. The level of theory is ωB97M-V/def2-TZVPD.

Cartesian coordinates (Å):
C1 -0.508 1.012 0.018
C2 -0.355 -0.458 0.439
C3 0.809 -0.469 -0.476
O1 0.719 1.062 -0.643
Cl1 -1.601 -1.592 0.141
Cl2 2.189 -1.031 0.220
H1 -1.353 1.115 -0.594
H2 -0.428 1.740 0.893
H3 0.018 -0.477 1.433
H4 0.512 -0.901 -1.432

Summary:
HOMO energy, eV: -10.48
Multiplicity: 1
ΔE to the lowest compared entry with this formula, charge and spin, kcal per mole: 39.3
F_max, eV/A: 3.817
Gap between HOMO and LUMO, Ha: 0.4178

---

[4]
This record from OMol25 describes an isolated molecule of C3H4Cl2S. The level of theory is ωB97M-V/def2-TZVPD.

Cartesian coordinates (Å):
C1 -1.071 0.697 -0.351
C2 0.418 0.459 -0.128
C3 0.824 -0.778 0.481
H1 -1.358 1.382 0.406
H2 -1.233 1.219 -1.327
H3 1.479 -0.635 1.367
H4 -0.103 -1.328 0.808
S1 1.362 1.691 -0.382
Cl1 -2.058 -0.790 -0.346
Cl2 1.740 -1.919 -0.526

Summary:
HOMO energy, eV: -9.29
Multiplicity: 1
ΔE to the lowest compared entry with this formula, charge and spin, kcal per mole: 7.7
F_max, eV/A: 3.566
Gap between HOMO and LUMO, Ha: 0.3073

---

[5]
This record from OMol25 describes an isolated molecule of C3H4Cl3FO. The level of theory is ωB97M-V/def2-TZVPD.

Cartesian coordinates (Å):
C1 -0.166 -0.258 -0.326
C2 -1.245 0.579 0.350
C3 1.266 0.201 0.054
H1 0.095 -2.152 -0.540
H2 -0.233 -0.116 -1.425
H3 -1.365 0.256 1.349
H4 -1.026 1.664 0.275
O1 -0.386 -1.590 0.042
F1 -2.443 0.327 -0.313
Cl1 1.503 0.170 1.813
Cl2 1.570 1.838 -0.573
Cl3 2.430 -0.921 -0.706

Summary:
HOMO energy, eV: -11.23
Multiplicity: 1
ΔE to the lowest compared entry with this formula, charge and spin, kcal per mole: 0.0
F_max, eV/A: 1.515
Gap between HOMO and LUMO, Ha: 0.4285

---

[6]
This record from OMol25 describes a cluster of 2 separate species, C3H4ClF in total. The level of theory is ωB97M-V/def2-TZVPD.

Cartesian coordinates (Å):
C1 -0.519 0.861 -0.190
C2 -0.612 -0.518 0.299
C3 0.510 -0.260 -0.616
F1 -1.601 -1.328 -0.005
Cl1 1.995 -0.063 0.356
H1 -1.297 1.267 -0.931
H2 0.013 1.572 0.380
H3 0.827 -0.859 2.261
H4 0.683 -0.672 -1.555

Summary:
HOMO energy (alpha / beta), eV: -9.44 / -8.99
Multiplicity: 1
ΔE to the lowest compared entry with this formula, charge and spin, kcal per mole: 127.7
F_max, eV/A: 3.063
Gap between HOMO and LUMO (alpha / beta), Ha: 0.3320 / 0.3237

---

[7]
This record from OMol25 describes an isolated molecule of C3H4ClFS2. The level of theory is ωB97M-V/def2-TZVPD.

Cartesian coordinates (Å):
C1 0.941 -0.223 -0.621
C2 0.103 0.598 0.151
C3 -1.380 0.376 0.346
H1 2.184 -2.284 -0.387
H2 0.461 0.523 1.194
H3 0.315 1.742 -0.204
H4 -1.375 -0.760 0.663
F1 -1.946 1.225 1.407
S1 1.265 -1.700 0.495
S2 1.821 -0.109 -1.915
Cl1 -2.389 0.611 -1.129

Summary:
HOMO energy, eV: -9.24
Multiplicity: 1
ΔE to the lowest compared entry with this formula, charge and spin, kcal per mole: 25.9
F_max, eV/A: 7.062
Gap between HOMO and LUMO, Ha: 0.3085

---

[8]
This record from OMol25 describes a cluster of 2 separate species, C3H4ClIN2 in total. The level of theory is ωB97M-V/def2-TZVPD.

Cartesian coordinates (Å):
C1 0.490 0.848 0.614
C2 0.165 -1.237 -1.345
C3 -0.852 0.865 0.830
N1 0.953 1.768 -0.175
N2 -0.621 -2.115 -1.031
Cl1 0.995 0.023 -2.054
I1 -1.569 -0.770 2.044
H1 1.020 -0.099 0.968
H2 -1.589 1.535 0.537
H3 1.954 1.551 -0.314
H4 -0.947 -2.369 -0.073

Summary:
HOMO energy (alpha / beta), eV: -6.80 / -8.05
Multiplicity: 1
ΔE to the lowest compared entry with this formula, charge and spin, kcal per mole: 90.6
F_max, eV/A: 3.744
Gap between HOMO and LUMO (alpha / beta), Ha: 0.2090 / 0.3006